Here is C44H48N5O2Ru as an isolated structure from OMol25. Energies are from ωB97M-V/def2-TZVPD.

Each line ends with the Mulliken spin population.
Cartesian coordinates (Å):
1 Ru 1.0030 0.4534 0.0220  2.528
2 C 1.8665 0.2189 -4.3969  0.000
3 O 3.0671 0.2655 -3.5269  0.023
4 C 2.6326 0.3541 -2.3170  0.057
5 N 1.3575 0.2886 -2.0871  -0.097
6 C 0.6944 0.0248 -3.4111  0.003
7 C -0.5054 0.8688 -3.7795  0.008
8 C -1.2326 1.5954 -2.8563  -0.012
9 C -2.3467 2.3273 -3.2503  -0.004
10 C -2.7416 2.3316 -4.5772  0.001
11 C -2.0216 1.5988 -5.5068  0.001
12 C -0.9063 0.8738 -5.1117  0.000
13 C 3.6130 0.4729 -1.2157  0.084
14 C 4.9846 0.5457 -1.3013  -0.002
15 C 5.7064 0.6226 -0.1124  0.029
16 C 5.0464 0.6227 1.1191  0.002
17 C 3.6735 0.5421 1.1076  0.075
18 N 2.9976 0.4687 -0.0402  -0.103
19 C 2.7331 0.5989 2.2527  0.094
20 N 1.4505 0.6102 2.0371  -0.132
21 C 0.7555 0.8500 3.3346  0.022
22 C 1.9295 0.7070 4.3301  -0.003
23 O 3.1503 0.6951 3.4662  0.026
24 C -0.4059 -0.0611 3.6174  -0.007
25 C -1.5268 0.4586 4.2532  -0.006
26 C -2.5916 -0.3753 4.5785  -0.005
27 C -2.5339 -1.7290 4.2699  0.004
28 C -1.4078 -2.2509 3.6449  0.005
29 C -0.3441 -1.4180 3.3297  -0.007
30 H 2.0008 -0.5941 -5.1001  0.000
31 H 1.8134 1.1652 -4.9242  0.000
32 H 0.3950 -1.0242 -3.3853  0.001
33 H -0.9358 1.5935 -1.8223  0.007
34 H -2.9133 2.8918 -2.5164  0.001
35 H -3.6046 2.9052 -4.8892  0.000
36 H -2.3268 1.5911 -6.5462  0.000
37 H -0.3671 0.2933 -5.8569  0.000
38 H 5.4725 0.5496 -2.2689  0.000
39 H 6.7878 0.6838 -0.1436  0.000
40 H 5.5820 0.6827 2.0583  0.000
41 H 0.3927 1.8742 3.3036  0.007
42 H 1.9047 -0.2335 4.8660  0.000
43 H 2.0234 1.5316 5.0234  0.000
44 H -1.5798 1.5216 4.4832  0.003
45 H -3.4656 0.0311 5.0771  0.000
46 H -3.3587 -2.3804 4.5350  0.000
47 H -1.3539 -3.3120 3.4137  -0.001
48 H 0.5339 -1.8299 2.8448  0.007
49 C -2.7205 -1.7427 -2.1727  -0.001
50 C -3.0740 -2.7964 -1.1207  -0.017
51 C -4.3915 -2.4453 -0.3932  0.014
52 C -1.9072 -3.2647 -0.2277  0.081
53 C -1.9360 -4.6014 0.1224  -0.025
54 C -0.8291 -5.2539 0.6501  0.131
55 C 0.3942 -4.5933 0.7387  -0.022
56 C 0.4982 -3.2599 0.4302  0.056
57 C 1.8712 -2.6246 0.4326  0.034
58 C 2.6145 -2.9896 -0.8617  0.014
59 C 2.7274 -2.9294 1.6629  0.005
60 C -0.6960 -2.5396 0.0896  0.153
61 N -0.6804 -1.1611 0.2047  0.369
62 C -1.7861 -0.5693 0.6596  -0.129
63 C -1.8466 0.8054 0.7434  0.134
64 C -2.9124 1.6762 1.1354  0.020
65 C -2.4497 2.9383 0.9639  0.096
66 C -1.0827 2.8520 0.4861  0.155
67 N -0.7426 1.5674 0.3654  0.039
68 C -0.1775 4.0156 0.1985  0.025
69 C 0.8534 3.6894 -0.8856  0.157
70 C 0.5629 4.3554 1.5144  0.031
71 C -1.0174 5.2212 -0.2404  0.022
72 H -3.5459 -1.6502 -2.8825  0.000
73 H -1.8274 -2.0286 -2.7401  -0.001
74 H -2.5644 -0.7546 -1.7451  -0.002
75 H -3.2965 -3.7042 -1.6791  0.006
76 H -4.4235 -1.3958 -0.0918  -0.002
77 H -4.5575 -3.0734 0.4866  0.001
78 H -5.2321 -2.6001 -1.0702  0.000
79 H -2.8381 -5.1688 -0.0865  0.004
80 H -0.8927 -6.3022 0.9187  -0.003
81 H 1.2748 -5.1459 1.0462  0.006
82 H 1.7193 -1.5525 0.3785  0.042
83 H 2.7059 -4.0729 -0.9489  0.005
84 H 3.6286 -2.5721 -0.8598  0.001
85 H 2.0818 -2.6301 -1.7488  -0.002
86 H 3.0912 -3.9579 1.6245  0.007
87 H 2.1865 -2.8047 2.6033  0.000
88 H 3.6192 -2.2921 1.6817  0.000
89 H -2.6179 -1.1658 1.0010  0.072
90 H -3.8957 1.3674 1.4738  0.007
91 H -2.9923 3.8591 1.1355  -0.002
92 H 1.4712 2.8253 -0.6110  -0.084
93 H 1.5388 4.5314 -0.9968  0.000
94 H 0.3891 3.4838 -1.8521  -0.005
95 H 1.2388 3.5447 1.8038  0.000
96 H -0.1359 4.5443 2.3346  -0.001
97 H 1.1593 5.2586 1.3675  0.001
98 H -1.6751 4.9710 -1.0780  -0.004
99 H -0.3537 6.0249 -0.5644  0.001
100 H -1.6259 5.6096 0.5793  -0.001

Forces on atoms 1 to 2 (eV/Å):
Ru -0.6 0.1 0.1
C 0.1 0.0 0.1

⟨S²⟩ = 6.093
HOMO energy (spin up / spin down) = -16.10 / -16.28 eV
Orbital gap (spin up / spin down) = 6.68 / 5.39 eV
Total charge = +3
2S+1 = 5

=====

Here is a 2-piece molecular cluster, C3H7ClSi overall at a distorted geometry from OMol25. Energies are from ωB97M-V/def2-TZVPD.

Each line ends with the Mulliken charge.
Cartesian coordinates (Å):
1 C -0.3795 2.7461 0.0408  -0.038
2 C -0.0377 2.0256 -0.8324  -0.447
3 Si 1.1932 1.5926 -2.2265  0.488
4 H -0.8221 3.2824 0.8748  0.356
5 H 0.4942 1.8873 -3.4228  -0.114
6 H 1.3035 0.0684 -2.0670  -0.112
7 H 2.5224 2.0228 -2.4257  -0.130
8 C -1.1375 -1.3325 1.4633  -0.498
9 Cl -2.1222 -1.8613 2.9079  -0.211
10 H -0.6293 -0.4468 1.7486  0.203
11 H -0.3756 -2.0792 1.2471  0.286
12 H -1.8915 -1.3279 0.5804  0.217

Forces on atoms 1 to 2 (eV/Å):
C -1.8 1.8 3.0
C 3.0 -0.9 -3.1

HOMO energy = -10.64 eV
ΔE to the lowest compared entry with this formula, charge and spin = 301.26 kJ/mol
Orbital gap = 11.32 eV
Structure (SMILES) = C#C[SiH3].CCl
Total charge = 0

=====

Here is C30H32ClMgN3SSi2 as an isolated structure at a distorted geometry from OMol25. Energies are from ωB97M-V/def2-TZVPD.

Each line ends with the Mulliken charge.
Cartesian coordinates (Å):
1 C 5.4823 0.9809 -1.5826  -0.363
2 C 4.6240 -0.1544 -1.5401  -0.808
3 C 3.3797 0.2096 -2.1433  -0.661
4 H 4.9079 -1.1581 -1.2283  0.427
5 C 3.4827 1.5739 -2.5582  -0.387
6 C 4.7811 2.0442 -2.2033  -0.754
7 H 5.2044 3.0175 -2.4566  0.553
8 H 6.5196 1.0099 -1.2536  0.469
9 H 2.5760 -0.4786 -2.4129  0.486
10 H 2.7720 2.0920 -3.2006  0.421
11 Mg 3.3870 1.3069 -0.0995  1.159
12 Si -2.0149 -1.5052 -1.2024  0.101
13 C -2.7527 -2.3341 0.3069  0.421
14 C -3.6249 -1.5798 1.1074  0.034
15 H -3.8269 -0.5240 0.8738  0.486
16 C -4.2335 -2.1602 2.2238  -0.813
17 H -4.8864 -1.5488 2.8468  0.369
18 C -3.9717 -3.4927 2.5412  -0.422
19 H -4.3954 -3.9263 3.4491  0.370
20 C -3.1492 -4.2607 1.7116  -0.558
21 H -2.9744 -5.3098 1.9546  0.390
22 C -2.5269 -3.6859 0.5987  -0.478
23 H -1.8561 -4.2697 -0.0421  0.365
24 C -3.5663 -0.6746 -1.8637  0.447
25 C -4.6994 -1.4096 -2.2486  -0.506
26 H -4.6358 -2.5021 -2.2875  0.332
27 C -5.8907 -0.7325 -2.5400  -0.581
28 H -6.7798 -1.2940 -2.8171  0.386
29 C -5.9507 0.6624 -2.4670  -0.517
30 H -6.8779 1.1886 -2.6886  0.362
31 C -4.8193 1.3801 -2.0930  -0.801
32 H -4.8366 2.4611 -2.0024  0.404
33 C -3.6306 0.7109 -1.8067  0.103
34 H -2.7525 1.2778 -1.4992  0.402
35 H -1.6319 -2.5050 -2.2110  -0.372
36 Si -1.1549 0.4146 1.8369  -0.189
37 C -0.9342 0.8221 0.0429  0.905
38 C -0.6116 -0.2776 -0.9422  1.520
39 H 0.1641 -0.9622 -0.5575  -0.369
40 C -0.3670 0.1184 -2.3333  -1.312
41 H -0.2513 -0.6785 -3.0711  0.484
42 C -0.2553 1.4421 -2.6713  -0.404
43 H 0.0660 1.7228 -3.6777  0.465
44 C -0.5366 2.4556 -1.7444  -1.019
45 H -0.4899 3.5072 -2.0499  0.340
46 C -0.8267 2.1388 -0.4084  -0.810
47 H -0.9216 2.9392 0.3272  0.356
48 C -0.1317 -1.1287 2.1520  0.787
49 C 1.0246 -1.5326 1.4413  0.389
50 H 1.5439 -0.8181 0.7980  -0.184
51 C 1.5534 -2.8163 1.5745  -0.720
52 H 2.3715 -3.1468 0.9275  0.444
53 C 1.0607 -3.6659 2.5657  -0.551
54 H 1.5221 -4.6442 2.7379  0.373
55 C -0.0284 -3.2494 3.3391  -0.536
56 H -0.4284 -3.9248 4.0959  0.397
57 C -0.6147 -1.9968 3.1432  -0.449
58 H -1.4596 -1.6825 3.7560  0.337
59 H -1.1640 1.3956 2.8874  -0.230
60 Cl 1.7388 1.5797 1.5353  -0.697
61 N 3.6225 3.5735 0.1280  -0.679
62 N 4.5199 4.0718 1.1354  -0.384
63 C 5.3004 3.2431 1.8688  0.819
64 N 5.9951 3.8988 2.8320  -0.467
65 S 5.4005 1.5717 1.6421  -0.391
66 H 2.6628 3.8077 0.4215  0.329
67 H 3.8163 4.1043 -0.7292  0.352
68 H 4.3484 5.0173 1.4923  0.237
69 H 6.6366 3.3813 3.4128  0.206
70 H 5.9961 4.9094 2.9260  0.182

Forces on atoms 1 to 2 (eV/Å):
C -0.3 -0.1 -0.4
C 0.1 0.3 -0.1

HOMO energy (spin up / spin down) = -5.98 / -6.18 eV
ΔE to the lowest compared entry with this formula, charge and spin = 129.54 kJ/mol
Orbital gap (spin up / spin down) = 5.83 / 6.02 eV
Total charge = 0

=====

Here is a 4-piece molecular cluster, C36H56BBrF3N4O8P2S overall at a distorted geometry from OMol25. Energies are from ωB97M-V/def2-TZVPD.

Each line ends with the Mulliken charge.
Cartesian coordinates (Å):
1 C 2.9995 1.2057 2.6887  -0.456
2 C 4.3666 1.3211 2.0413  -0.076
3 O 4.6134 0.3455 1.0222  -0.434
4 P 4.1123 0.3970 -0.4842  0.785
5 O 4.9316 -0.4536 -1.3425  -0.771
6 C 2.3970 -0.2015 -0.4734  -0.376
7 C 1.4551 0.4568 -1.4844  0.176
8 C 0.4002 -0.5474 -1.9664  -2.368
9 N -0.9022 0.0405 -2.3414  1.132
10 C -0.8808 0.8324 -3.5960  -0.568
11 C -0.6394 2.3368 -3.3826  -1.354
12 C -2.0230 -0.1268 -1.7124  -1.185
13 N -3.2275 0.2707 -2.2772  0.976
14 B -3.6071 1.6640 -1.8508  0.093
15 O -4.4580 2.2840 -2.7166  -0.483
16 C -2.9817 2.4040 -0.6115  0.912
17 C -3.7050 3.7202 -0.2866  -1.868
18 C -4.0418 -0.9561 -2.0010  0.211
19 C -5.5334 -0.9873 -2.3574  -0.613
20 C -6.4807 0.1912 -2.1015  -1.222
21 C -3.4308 -2.0911 -2.9434  -1.231
22 N -3.1451 -1.6841 -4.2966  -0.527
23 C -3.6112 -1.3635 -0.5491  -0.239
24 Br -4.8417 -0.4262 0.7123  0.012
25 P -3.8994 -3.2371 -0.2560  -0.086
26 O -2.3374 -3.7070 -0.2255  -0.607
27 O -4.3866 -3.2502 1.2771  -0.467
28 N -2.2323 -0.8287 -0.5279  0.520
29 S -1.0772 -0.7581 0.7271  0.717
30 O -0.3254 -1.9594 0.7581  -0.407
31 O -0.4390 0.5055 0.5452  -0.591
32 C -1.8676 -0.6405 2.4321  0.130
33 F -2.5618 -1.7206 2.7179  -0.036
34 F -2.5714 0.4600 2.5799  -0.199
35 F -0.7874 -0.5750 3.2029  -0.120
36 O 4.1480 1.9142 -0.9756  -0.437
37 C 3.2226 2.9414 -0.5880  0.361
38 C 3.9526 4.2609 -0.4513  -1.442
39 H 2.1719 1.4112 2.0076  -0.114
40 H 2.8592 0.2039 3.0962  0.125
41 H 2.9286 1.9221 3.5084  0.443
42 H 5.1181 1.1173 2.8037  0.412
43 H 4.5796 2.3273 1.6765  0.072
44 H 1.9897 -0.1887 0.5358  -0.143
45 H 2.5329 -1.2549 -0.7339  0.423
46 H 2.0410 0.7973 -2.3414  1.174
47 H 0.9745 1.3314 -1.0537  0.173
48 H 0.2672 -1.3885 -1.2920  0.278
49 H 0.7606 -0.9719 -2.9060  0.879
50 H -1.8275 0.6779 -4.1003  0.397
51 H -0.0872 0.4015 -4.2015  0.771
52 H -1.4821 2.9079 -3.7715  0.400
53 H -0.5433 2.5848 -2.3285  0.174
54 H 0.2531 2.6693 -3.9072  0.332
55 H -5.2190 2.7223 -2.3221  0.381
56 H -3.0487 1.7495 0.2602  -0.156
57 H -1.9199 2.6081 -0.7791  0.111
58 H -4.7184 3.5177 0.0703  0.374
59 H -3.7816 4.3618 -1.1634  0.384
60 H -3.1923 4.2565 0.5097  0.453
61 H -5.9183 -1.8763 -1.8510  0.390
62 H -5.5894 -1.2188 -3.4221  0.565
63 H -6.1996 0.8088 -1.2541  0.198
64 H -7.4858 -0.1853 -1.9160  0.404
65 H -6.5387 0.8299 -2.9805  0.296
66 H -4.1893 -2.8759 -2.9678  0.602
67 H -2.5438 -2.5539 -2.5057  0.387
68 H -3.6775 -0.8883 -4.6152  0.343
69 H -2.1671 -1.5750 -4.5053  0.321
70 H -2.2593 -4.4506 -0.8381  0.272
71 H -4.8467 -4.0809 1.4649  0.414
72 H 2.6922 2.7004 0.3358  0.189
73 H 2.4709 3.0327 -1.3754  0.201
74 H 4.5726 4.4394 -1.3278  0.286
75 H 4.5418 4.3256 0.4612  0.309
76 H 3.2043 5.0562 -0.4240  0.401
77 C -2.6091 -5.8962 2.1784  0.487
78 C -2.5965 -7.2666 1.9507  -0.470
79 C -2.6540 -8.1483 3.0211  -0.489
80 C -2.7323 -7.6588 4.3178  -0.448
81 C -2.7517 -6.2897 4.5461  -0.626
82 C -2.6891 -5.4086 3.4766  -0.235
83 H -2.5553 -5.2004 1.3504  0.007
84 H -2.5359 -7.6511 0.9398  0.382
85 H -2.6366 -9.2158 2.8457  0.405
86 H -2.7783 -8.3462 5.1522  0.396
87 H -2.8117 -5.9104 5.5577  0.404
88 H -2.6948 -4.3403 3.6552  0.419
89 C 1.5995 -3.2326 3.2763  -0.111
90 C 0.6812 -4.1764 2.8373  0.272
91 C 0.9490 -5.5291 3.0026  -0.348
92 C 2.1278 -5.9345 3.6129  -0.573
93 C 3.0430 -4.9892 4.0554  -0.434
94 C 2.7799 -3.6375 3.8838  -0.577
95 H 1.3996 -2.1755 3.1432  0.152
96 H -0.2383 -3.8658 2.3597  0.152
97 H 0.2373 -6.2681 2.6563  0.314
98 H 2.3334 -6.9890 3.7434  0.385
99 H 3.9616 -5.3056 4.5319  0.374
100 H 3.4959 -2.8999 4.2232  0.380
101 C 7.0400 6.9099 -0.9606  -0.299
102 C 7.2119 7.8661 0.0307  -0.442
103 C 7.0353 9.2106 -0.2653  -0.358
104 C 6.6816 9.5977 -1.5504  -0.385
105 C 6.5076 8.6411 -2.5410  -0.366
106 C 6.6892 7.2969 -2.2467  -0.403
107 H 7.1833 5.8613 -0.7309  0.445
108 H 7.4859 7.5642 1.0334  0.360
109 H 7.1756 9.9574 0.5052  0.359
110 H 6.5437 10.6461 -1.7807  0.361
111 H 6.2339 8.9440 -3.5433  0.358
112 H 6.5608 6.5510 -3.0209  0.369

Forces on atoms 1 to 2 (eV/Å):
C -0.1 0.0 -0.1
C 0.2 0.0 0.5

HOMO energy = -10.67 eV
Orbital gap = 7.36 eV
Total charge = +1